(1)
Below is C47H36BrF3IrO3P2 as an isolated structure at a distorted geometry, with properties calculated with ωB97M-V/def2-TZVPD.

Geometry as ORCA input:
```
! wB97M-V def2-TZVPD RIJCOSX def2/J DEFGRID3
* xyz 1 5
Ir -14.623 -7.313 13.167
C -19.513 -3.393 15.952
C -19.442 -4.999 16.225
C -20.548 -5.461 17.171
C -19.528 -5.718 14.903
C -20.721 -6.037 14.277
C -20.719 -6.717 13.051
C -19.541 -7.106 12.417
C -18.297 -6.758 12.969
P -16.792 -7.660 12.402
C -16.603 -7.323 10.620
C -17.377 -6.345 10.011
C -17.178 -6.042 8.665
C -16.126 -6.626 7.979
C -15.375 -7.675 8.582
C -15.644 -8.031 9.892
C -17.408 -9.375 12.325
C -17.852 -9.850 13.543
C -18.422 -11.147 13.612
C -18.511 -11.935 12.461
C -17.882 -11.476 11.309
C -17.403 -10.168 11.178
C -18.344 -5.987 14.152
O -17.130 -5.454 14.615
C -17.002 -5.546 16.053
C -15.762 -6.087 16.481
C -15.613 -6.307 17.845
C -16.631 -5.932 18.714
C -17.836 -5.464 18.278
C -18.063 -5.259 16.883
P -14.422 -6.319 15.260
C -13.192 -7.336 16.129
C -11.873 -6.994 15.988
C -10.900 -7.777 16.604
C -11.223 -8.931 17.327
C -12.559 -9.395 17.278
C -13.545 -8.571 16.718
C -13.843 -4.574 15.122
C -12.861 -4.127 16.003
C -12.442 -2.779 15.935
C -12.962 -1.950 14.942
C -13.988 -2.355 14.152
C -14.470 -3.659 14.241
H -20.553 -3.066 15.861
H -19.040 -3.092 15.031
H -19.000 -2.866 16.777
H -21.499 -5.201 16.767
H -20.510 -5.010 18.161
H -20.486 -6.573 17.274
H -21.682 -5.773 14.785
H -21.690 -6.999 12.599
H -19.651 -7.689 11.460
H -18.114 -5.777 10.616
H -17.737 -5.234 8.244
H -15.884 -6.130 7.081
H -14.539 -8.121 7.989
H -15.078 -8.835 10.391
H -17.703 -9.305 14.499
H -18.818 -11.494 14.561
H -18.918 -12.939 12.491
H -17.864 -12.164 10.437
H -17.126 -9.764 10.220
H -14.645 -6.701 18.170
H -16.484 -6.105 19.752
H -18.643 -5.228 19.017
H -11.572 -6.144 15.364
H -9.861 -7.373 16.647
H -10.463 -9.486 17.824
H -12.810 -10.363 17.664
H -14.590 -8.853 16.713
H -12.410 -4.786 16.786
H -11.639 -2.420 16.556
H -12.475 -0.957 14.806
H -14.440 -1.641 13.490
H -15.382 -3.881 13.735
F -14.747 -9.759 14.543
C -14.085 -9.256 13.444
F -12.739 -9.334 13.732
F -14.353 -10.106 12.438
Br -14.478 -1.543 8.599
C -13.273 -2.926 9.294
C -12.179 -3.395 8.523
C -11.285 -4.387 8.974
C -11.428 -4.799 10.275
C -12.612 -4.542 10.934
C -13.554 -3.559 10.481
C -13.163 -5.438 12.042
O -12.434 -6.169 12.791
O -14.448 -5.494 12.190
H -12.103 -2.980 7.543
H -10.542 -4.843 8.311
H -10.708 -5.503 10.730
H -14.483 -3.385 11.042
*
```

Output
Kohn-Sham gap (spin up / spin down) = 7.56 / 5.53 eV
Expectation value of S² = 6.01
ΔE to the lowest compared entry with this formula, charge and spin = 0.0 kJ/mol
HOMO (spin up / spin down) = -9.69 / -11.39 eV
Lowest unoccupied orbital energy (spin up / spin down) = -2.130 / -5.863 eV

(2)
Below is a 2-piece molecular cluster, C13H15N3 overall at a distorted geometry, with properties calculated with ωB97M-V/def2-TZVPD.

Geometry as ORCA input:
```
! wB97M-V def2-TZVPD RIJCOSX def2/J DEFGRID3
* xyz 0 1
C 2.324 0.408 1.095
C 1.721 2.755 0.089
C 1.952 1.393 0.079
C 1.312 1.959 -1.920
N 1.331 3.116 -1.161
N 1.733 0.964 -1.221
H 1.721 3.459 0.906
H 1.024 3.999 -1.510
H 2.254 0.820 2.106
H 3.361 0.076 0.988
H 0.986 2.008 -2.943
H 1.663 -0.455 1.038
C -0.712 -1.283 2.800
C -0.937 -1.212 0.240
C -1.250 -0.693 1.548
C -1.584 -0.388 -0.713
C -2.115 0.334 1.366
C -0.108 -2.560 -1.581
C -0.845 -1.788 -2.486
C -0.216 -2.323 -0.230
C -1.606 -0.715 -2.072
N -2.244 0.583 -0.008
H 0.579 -3.374 -1.752
H -1.036 -2.113 -3.501
H 0.223 -2.894 0.583
H -2.252 -0.275 -2.821
H -1.548 -1.309 3.510
H -0.032 -0.597 3.312
H -2.598 1.035 2.027
H -2.712 1.375 -0.421
H -0.389 -2.305 2.653
*
```

Output
Kohn-Sham gap = 8.44 eV
Structure (SMILES) = Cc1c[nH]c2ccccc12.Cc1c[nH]cn1
ΔE to the lowest compared entry with this formula, charge and spin = 34.1 kJ/mol
HOMO = -7.67 eV
Lowest unoccupied orbital energy = 0.766 eV

(3)
Below is a single C18H22N2O4S molecule at a distorted geometry, with properties calculated with ωB97M-V/def2-TZVPD.

Geometry as ORCA input:
```
! wB97M-V def2-TZVPD RIJCOSX def2/J DEFGRID3
* xyz 0 1
C -4.817 -1.275 -1.328
N -4.155 -0.154 -0.707
C -4.204 0.063 0.617
O -4.843 -0.618 1.396
C -3.392 1.276 1.089
N -1.967 1.180 0.852
S -1.426 1.856 -0.579
O -1.750 1.022 -1.718
O -1.950 3.188 -0.616
C 0.337 1.856 -0.343
C 1.135 1.103 -1.177
C 2.495 1.011 -0.936
C 3.049 1.676 0.155
C 2.230 2.470 0.970
C 0.878 2.558 0.722
H 0.229 3.156 1.341
H 2.685 2.993 1.795
O 4.352 1.621 0.510
C 5.222 0.791 -0.227
H 5.319 1.131 -1.263
H 4.884 -0.249 -0.213
H 6.188 0.867 0.268
H 3.103 0.411 -1.593
H 0.681 0.592 -2.009
C -1.259 0.043 1.398
H -0.249 0.388 1.636
H -1.757 -0.215 2.335
C -1.175 -1.189 0.471
C 0.234 -1.665 0.244
C 1.145 -1.763 1.289
C 2.445 -2.179 1.059
C 2.851 -2.519 -0.220
C 1.946 -2.448 -1.265
C 0.651 -2.022 -1.033
H -0.050 -1.963 -1.853
H 2.251 -2.724 -2.264
H 3.864 -2.851 -0.399
H 3.141 -2.244 1.883
H 0.838 -1.521 2.296
H -1.610 -0.931 -0.494
H -1.769 -2.005 0.891
H -3.728 2.177 0.570
H -3.565 1.397 2.164
H -3.521 0.392 -1.280
H -5.477 -0.929 -2.124
H -4.089 -1.972 -1.749
H -5.403 -1.782 -0.562
*
```

Output
Kohn-Sham gap = 9.69 eV
Structure (SMILES) = CNC(=O)CN(CCc1ccccc1)S(=O)(=O)c1ccc(OC)cc1
ΔE to the lowest compared entry with this formula, charge and spin = 145.1 kJ/mol
HOMO = -9.12 eV
Lowest unoccupied orbital energy = 0.570 eV

- The lowest ΔE to the lowest compared entry with this formula, charge and spin belongs to which entry?
  C47H36BrF3IrO3P2

- Among the records above, which one has the lowest ΔE to the lowest compared entry with this formula, charge and spin?
  C47H36BrF3IrO3P2

- Which of these has the lowest ΔE to the lowest compared entry with this formula, charge and spin?
  C47H36BrF3IrO3P2

- The highest ΔE to the lowest compared entry with this formula, charge and spin belongs to which entry?
  C18H22N2O4S